# 1
{
  "formula": "C4H7NO2",
  "method": "ωB97M-V with the def2-TZVPD basis set",
  "species": ["O", "C", "C", "O", "C", "N", "C", "H", "H", "H", "H", "H", "H", "H"],
  "xyz": [[-0.97166, -1.06310, 1.42976], [-1.40037, -0.76307, 0.23244], [-0.29117, 1.60031, 0.03720], [0.97880, 1.16294, 0.53125], [1.51935, -0.01629, 0.17404], [1.04886, -1.01498, -0.45041], [-0.35301, -1.06301, -0.84656], [-0.06146, -1.44160, 1.44408], [-1.13159, 0.92073, 0.19667], [-0.20901, 1.81542, -1.02858], [-0.51356, 2.50114, 0.60154], [2.54564, -0.07167, 0.54790], [-0.56954, -0.46313, -1.74295], [-0.59129, -2.10369, -1.12639]],
  "forces_ev_per_a": [[0.1, -0.3, 0.0], [0.1, -0.8, -0.2], [0.5, 0.7, -0.2], [-0.1, -0.1, 0.1], [0.0, -0.3, -0.1], [0.0, 0.2, 0.2], [-0.4, -0.1, 0.0], [-0.1, 0.3, -0.1], [-0.1, 0.1, 0.1], [-0.1, 0.1, 0.0], [0.1, 0.1, -0.1], [-0.2, 0.1, -0.1], [0.1, -0.1, 0.3], [0.0, 0.2, 0.0]],
  "mulliken_charge": [-0.21, -0.52, -0.50, -0.32, 0.21, -0.60, -0.41, 0.35, 0.39, 0.29, 0.26, 0.38, 0.33, 0.37],
  "homo_ev": -8.6,
  "e_lumo_ev": 0.82,
  "orbital_gap_ev": 9.38,
  "largest_force_ev_per_a": 0.90,
  "relative_energy_kcal_mol": 107.3
}

=====

# 2
{
  "formula": "C3H4N3",
  "method": "ωB97M-V with the def2-TZVPD basis set",
  "species": ["C", "C", "C", "N", "N", "N", "H", "H", "H", "H"],
  "xyz": [[-1.99694, 0.62514, 1.22524], [-1.53800, -1.09235, -0.78064], [1.47787, 0.49479, 0.03540], [-0.42791, -0.73052, -0.57325], [-0.83102, 0.58172, 1.11123], [0.14310, 0.06439, 0.24202], [-2.32563, -1.87029, -1.12344], [2.07206, -0.28934, -0.34136], [1.40760, 1.28746, -0.77377], [2.01886, 0.92899, 0.97857]],
  "forces_ev_per_a": [[-1.1, 0.3, 0.7], [0.5, -2.4, -2.2], [1.6, 3.9, 0.3], [-2.9, -0.8, -0.4], [3.1, -0.2, -1.4], [-1.9, 0.3, 2.9], [1.2, 1.7, 1.0], [0.5, -1.2, -0.3], [0.6, -0.6, 1.1], [-1.5, -0.9, -1.7]],
  "mulliken_charge": [0.00, 0.17, -0.56, -0.17, -0.25, 0.52, 0.42, 0.27, 0.33, 0.28],
  "homo_ev": -15.5,
  "total_charge": 1,
  "e_lumo_ev": -7.62,
  "orbital_gap_ev": 7.90,
  "largest_force_ev_per_a": 4.25,
  "relative_energy_kcal_mol": 115.7
}

=====

# 3
{
  "formula": "C27H24N6RhSSe2",
  "method": "ωB97M-V with the def2-TZVPD basis set",
  "species": ["Rh", "N", "C", "S", "N", "N", "C", "C", "C", "C", "C", "C", "C", "C", "C", "C", "C", "C", "N", "H", "H", "H", "H", "H", "H", "H", "H", "H", "H", "H", "Se", "C", "C", "C", "C", "C", "C", "H", "H", "H", "H", "H", "C", "N", "C", "Se", "N", "C", "C", "C", "C", "C", "C", "H", "H", "H", "H", "H", "H", "H", "H"],
  "xyz": [[0.04547, -0.60964, 0.13867], [0.03971, -4.87646, 0.81428], [0.08758, -3.61206, 0.39007], [0.08387, -2.34925, 1.62171], [0.07850, -3.38638, -0.90218], [-0.00772, -2.08179, -1.22226], [0.13380, -1.69089, -2.43683], [0.82398, -2.47750, -3.47890], [1.81404, -1.82004, -4.21913], [2.59168, -2.51330, -5.13094], [2.37701, -3.86934, -5.33498], [1.37973, -4.52248, -4.62630], [0.61530, -3.84002, -3.69197], [-0.28660, -0.28498, -2.65895], [-0.57873, 0.21653, -3.91391], [-1.02914, 1.52086, -4.04636], [-1.19309, 2.29211, -2.91447], [-0.92539, 1.71448, -1.68741], [-0.48015, 0.46830, -1.56365], [0.22740, -5.07195, 1.78212], [0.16551, -5.61718, 0.14343], [2.00370, -0.76843, -4.03704], [3.37433, -1.99649, -5.67045], [2.99845, -4.41812, -6.03135], [1.19497, -5.57509, -4.79999], [-0.14897, -4.36020, -3.13736], [-0.47517, -0.43902, -4.76835], [-1.27297, 1.92243, -5.02147], [-1.52417, 3.31975, -2.97339], [-1.06566, 2.26340, -0.76626], [2.57491, -0.29341, -0.63392], [3.57230, 0.13357, 0.91191], [3.17611, -0.27779, 2.18419], [3.93542, 0.07698, 3.28980], [5.09588, 0.82156, 3.13247], [5.50724, 1.20455, 1.86272], [4.74945, 0.86646, 0.75286], [2.29439, -0.89064, 2.30434], [3.62014, -0.23810, 4.27695], [5.68292, 1.09685, 3.99907], [6.41898, 1.77338, 1.73184], [5.06209, 1.16945, -0.23946], [-1.09595, 3.87398, 3.21718], [-1.95666, 2.76590, 2.82855], [-1.55440, 1.64383, 2.21047], [0.18546, 1.20654, 1.74814], [-2.63726, 0.86059, 2.04008], [-3.77169, 1.47847, 2.57000], [-5.09787, 1.08924, 2.65482], [-5.97043, 1.97589, 3.26282], [-5.53189, 3.20326, 3.76709], [-4.20169, 3.58212, 3.68796], [-3.33431, 2.69317, 3.07481], [-0.13012, 3.75505, 2.73807], [-0.95978, 3.88851, 4.29739], [-1.54309, 4.81373, 2.89756], [-2.58135, -0.05726, 1.63515], [-5.43884, 0.13894, 2.26409], [-7.01487, 1.70954, 3.35747], [-6.24546, 3.87136, 4.23016], [-3.85687, 4.52703, 4.08906]],
  "forces_ev_per_a": [[0.7, -0.6, -0.3], [0.2, -0.3, 0.2], [-0.2, 0.6, -0.5], [0.0, 0.4, -0.1], [0.4, -0.5, 0.4], [-0.3, -0.1, 0.6], [0.5, 0.2, -0.6], [-0.2, 0.0, -0.3], [0.0, 0.0, 0.1], [0.0, 0.0, 0.0], [0.0, 0.0, 0.0], [0.0, 0.0, 0.0], [-0.1, 0.0, -0.1], [0.1, 0.0, -0.3], [0.0, -0.3, -0.2], [-0.1, 0.0, -0.1], [-0.1, 0.0, 0.0], [0.0, 0.1, 0.2], [0.4, 0.3, 0.2], [0.0, 0.0, 0.0], [0.0, 0.0, 0.0], [0.0, 0.0, -0.1], [0.0, 0.0, 0.0], [-0.1, 0.0, 0.0], [0.0, 0.0, 0.0], [0.0, 0.0, 0.0], [0.0, 0.1, 0.0], [0.1, 0.0, 0.0], [0.0, -0.1, 0.0], [0.1, 0.0, 0.1], [-1.7, -0.4, 0.1], [0.0, 0.1, 0.6], [0.2, 0.0, -0.1], [0.0, 0.0, 0.0], [0.0, 0.0, 0.1], [0.0, -0.1, 0.0], [-0.2, 0.0, -0.1], [0.0, 0.0, 0.0], [0.0, 0.0, 0.0], [0.0, 0.0, 0.0], [0.0, 0.0, 0.0], [0.0, 0.1, 0.0], [-0.1, 0.0, 0.0], [0.1, 0.1, 0.0], [-0.3, -0.3, 0.0], [0.6, 0.6, 0.3], [-0.2, 0.1, 0.0], [0.1, -0.1, -0.1], [0.0, -0.1, -0.1], [0.0, 0.0, 0.0], [0.1, 0.0, 0.0], [0.0, 0.1, 0.0], [0.2, 0.1, 0.0], [0.0, 0.0, 0.0], [0.0, 0.0, 0.0], [0.0, 0.0, 0.0], [0.0, -0.1, 0.0], [0.0, 0.0, 0.0], [0.0, 0.0, 0.0], [0.0, 0.0, 0.0], [0.0, 0.0, 0.0]],
  "mulliken_charge": [0.20, -0.39, 0.46, -0.50, -0.89, 0.62, 0.12, 0.34, -0.28, -0.90, -0.39, -0.75, -0.05, 0.49, -0.75, -0.52, -0.92, -0.03, 0.23, 0.23, 0.23, 0.45, 0.40, 0.41, 0.39, 0.47, 0.56, 0.46, 0.43, 0.34, 0.06, 0.48, 0.05, -0.66, -0.49, -0.54, -0.69, 0.32, 0.40, 0.38, 0.38, 0.37, -1.02, 0.38, -0.15, -0.27, 0.19, 0.38, -0.79, -0.50, -0.63, -0.61, 0.68, 0.33, 0.35, 0.36, 0.13, 0.42, 0.40, 0.40, 0.41],
  "homo_ev": [-10.1, -10.1],
  "total_charge": 1,
  "e_lumo_ev": [-4.33, -4.46],
  "orbital_gap_ev": [5.77, 5.61],
  "largest_force_ev_per_a": 1.77,
  "relative_energy_kcal_mol": 0.0
}

=====

# 4
{
  "formula": "C4H11GdO3",
  "method": "ωB97M-V with the def2-TZVPD basis set",
  "species": ["O", "C", "C", "O", "C", "Gd", "H", "H", "H", "H", "H", "H", "H", "O", "H", "C", "H", "H", "H"],
  "xyz": [[-1.01775, 1.88307, 0.30148], [-2.27816, 1.31915, 0.11210], [-2.16655, -0.11230, -0.40008], [-1.19066, -0.79005, 0.41072], [-1.08196, -2.18282, 0.14567], [0.48315, 0.71503, 1.03317], [-2.87515, 1.88213, -0.62916], [-2.87017, 1.30948, 1.04910], [-1.80790, -0.13204, -1.44257], [-3.12607, -0.64554, -0.32879], [-0.31485, -2.59284, 0.81007], [-2.04518, -2.67108, 0.34495], [-0.79534, -2.34912, -0.90266], [2.47104, 0.98811, -0.17115], [2.44365, 1.77561, -0.79258], [3.79714, 0.49840, 0.06300], [4.05857, -0.23083, -0.71274], [4.50774, 1.33245, 0.06948], [3.80845, 0.00321, 1.03999]],
  "forces_ev_per_a": [[1.1, 0.3, 0.0], [-1.8, -0.7, 0.2], [-0.3, 0.1, -0.8], [0.7, 0.9, 0.5], [0.0, -1.2, -0.4], [-0.6, -0.2, 0.2], [0.5, 0.0, 0.2], [0.4, 0.2, -0.3], [-0.2, -0.1, 0.3], [0.3, 0.2, 0.0], [-0.2, 0.0, -0.1], [0.3, 0.1, 0.0], [-0.1, 0.0, 0.3], [-1.7, 1.8, -0.9], [0.5, -1.3, 0.7], [1.3, -0.4, 0.0], [0.0, 0.3, 0.2], [-0.2, -0.3, 0.0], [0.0, 0.1, -0.2]],
  "mulliken_spin": [0.24, 0.00, 0.04, 0.02, 0.00, 6.68, 0.01, 0.00, 0.00, -0.01, 0.00, -0.01, 0.00, 0.01, 0.00, 0.00, 0.00, 0.00, 0.00],
  "homo_ev": [-18.9, -18.9],
  "total_charge": 2,
  "e_lumo_ev": [-8.93, -11.66],
  "orbital_gap_ev": [10.00, 7.22],
  "largest_force_ev_per_a": 2.65,
  "relative_energy_kcal_mol": 0.0,
  "spin_multiplicity": 8
}

=====

# 5
{
  "formula": "C6H17NO",
  "method": "ωB97M-V with the def2-TZVPD basis set",
  "species": ["C", "C", "N", "C", "C", "C", "C", "H", "H", "H", "H", "H", "H", "H", "H", "H", "H", "H", "H", "H", "H", "H", "O", "H", "H"],
  "xyz": [[0.41049, 1.04648, 2.11552], [0.94432, 0.13043, 0.98626], [0.04659, -0.29745, -0.10177], [0.26333, 0.44565, -1.35443], [-0.76594, 0.10989, -2.47982], [0.00321, -1.76248, -0.31046], [-1.13095, -2.27184, 0.53861], [1.16863, 1.82609, 2.31856], [0.23120, 0.35602, 3.02023], [-0.61234, 1.39686, 1.86513], [1.78791, 0.72312, 0.47549], [1.40213, -0.74887, 1.49868], [1.39707, 0.31345, -1.57877], [0.26794, 1.54101, -1.16228], [-0.58277, -0.88137, -2.90759], [-0.78303, 0.85630, -3.28115], [-1.69816, 0.11948, -1.95944], [0.98436, -2.24088, -0.02473], [0.06904, -2.02740, -1.37196], [-1.85338, -1.51016, 0.85524], [-0.76370, -2.46286, 1.56774], [-1.58527, -3.11420, -0.02875], [0.21618, 3.04329, 0.13740], [0.05491, 2.10394, 0.17656], [0.52821, 3.30547, 1.00573]],
  "forces_ev_per_a": [[-1.1, -1.9, 0.9], [1.7, 0.4, -0.8], [-0.1, 0.2, -0.2], [2.0, 0.5, -0.3], [1.5, 0.0, 0.7], [1.6, 1.0, 0.6], [-0.3, -0.9, 0.4], [-0.8, -0.3, 0.3], [0.5, 1.4, -1.0], [0.8, 0.3, 0.2], [-0.7, -1.0, 0.7], [-0.3, 0.5, -0.7], [-1.5, -0.1, -0.6], [-0.4, -1.1, -0.6], [-0.2, 0.3, 0.0], [0.2, -0.1, 0.3], [-0.9, -0.1, 0.0], [-0.7, 0.5, 0.4], [-1.1, 0.3, 0.1], [-0.2, 0.1, -1.3], [0.1, -1.0, -0.7], [-0.1, 0.2, 1.2], [0.1, 1.1, -0.2], [-0.2, 0.1, 0.5], [-0.1, 0.0, 0.0]],
  "mulliken_charge": [-1.59, -0.51, 0.24, -0.52, -1.23, -0.67, -1.18, 0.30, 0.33, 0.51, 0.36, 0.43, 0.35, 0.30, 0.31, 0.39, 0.31, 0.37, 0.46, 0.34, 0.28, 0.31, -0.69, 0.45, 0.33],
  "homo_ev": -8.4,
  "smiles": "CCN(CC)CC.O",
  "e_lumo_ev": 1.02,
  "orbital_gap_ev": 9.42,
  "largest_force_ev_per_a": 2.40,
  "relative_energy_kcal_mol": 52.0
}